No. 1
{"formula": "C48H40ClMoN2O9P2", "method": "wB97M-V/def2-TZVPD", "elements": ["H", "H", "C", "H", "H", "C", "C", "H", "C", "C", "C", "C", "H", "C", "H", "O", "H", "O", "O", "H", "H", "O", "C", "C", "H", "H", "C", "H", "H", "H", "C", "O", "C", "H", "C", "C", "H", "C", "H", "H", "H", "C", "C", "C", "H", "H", "C", "H", "H", "H", "C", "C", "H", "C", "C", "O", "C", "C", "C", "C", "C", "N", "Cl", "C", "H", "C", "H", "H", "H", "H", "H", "H", "C", "C", "C", "C", "H", "C", "Mo", "O", "H", "C", "P", "C", "C", "C", "H", "H", "N", "H", "C", "O", "C", "C", "C", "C", "C", "C", "P", "C", "H", "H", "O"], "xyz": [[3.41484, -4.07186, 4.11245], [2.40817, 5.33043, 4.76933], [-6.62358, -0.54088, -0.73365], [0.19420, 5.06191, 5.83776], [-0.99279, 5.48516, -2.77033], [-1.70914, 4.18843, -1.22158], [-2.29932, 2.44703, 0.58215], [5.05255, -2.75326, -2.73161], [0.87173, 1.18686, -2.50001], [-0.67165, -3.34187, -3.66866], [-3.80094, -1.83410, 2.25701], [2.49088, -1.50772, -0.09885], [-2.38952, 4.89527, -0.76622], [-0.44963, -3.82783, -2.38356], [-0.85899, -3.98148, 4.31751], [1.76075, 1.30922, -3.44781], [1.30050, -4.87608, 5.11384], [-0.82661, -1.69069, -1.47098], [-3.12247, 3.13097, 1.13264], [0.60195, 3.76849, -3.67307], [1.50745, 0.30126, 3.92949], [0.76349, 0.18934, -1.80441], [1.27882, -4.12213, 4.33758], [0.06811, -3.61737, 3.89304], [-4.47148, 0.77674, -3.04940], [-7.71422, 1.15269, -4.56413], [3.30065, -0.60649, -0.78559], [3.06413, -0.37694, 3.43313], [2.85687, 1.36300, 3.50976], [0.37324, -7.02747, -3.16151], [5.37744, 2.94969, 0.41185], [-2.12385, -1.17037, 0.81800], [1.68798, 4.63492, 4.35759], [3.23686, 0.44506, -0.57615], [1.22294, -2.18416, 2.34133], [-0.15190, 2.85125, 3.29807], [4.86813, -0.33294, -2.21997], [-0.14009, -5.49233, -4.56390], [-1.44504, 3.46691, 4.89012], [-6.07029, -1.38653, 1.09621], [-0.87419, 2.14852, 2.89581], [2.01256, 3.89958, 3.22911], [2.46746, -3.66970, 3.77757], [4.22193, -1.04822, -1.72252], [2.30258, 0.50069, -3.48745], [-3.17240, -2.70123, 2.45158], [-0.51987, -4.17343, -4.76496], [2.00632, -3.58824, 0.14871], [4.35892, 1.41447, 1.51575], [0.08399, -5.52027, -1.19447], [3.97524, 4.55889, -0.69321], [-0.07617, -5.15561, -2.20084], [3.62256, -4.37003, -1.52377], [-1.60149, 2.92262, -0.67049], [2.44007, -2.70835, 2.78289], [-1.83900, 1.29351, 0.96546], [4.25295, 2.30427, 0.90589], [2.85208, 3.90869, -0.20255], [0.44545, 4.48206, 4.95865], [5.24101, 4.07690, -0.38751], [2.36046, 0.42902, 3.25870], [-0.78754, 2.01686, -1.18044], [0.05641, -6.53426, -5.93213], [2.62492, -2.86846, -0.36981], [-0.89583, -2.27565, 2.51629], [-4.30836, -0.72160, 0.01166], [-6.29134, 1.95446, -3.85802], [-6.13301, 0.33635, -4.60536], [-0.69415, -3.81229, -5.76910], [6.36397, 2.57419, 0.65379], [-4.84140, -2.12746, 2.31347], [-7.68377, -0.69733, -0.59315], [-3.39071, -1.21153, 0.96053], [0.08283, -5.99367, -3.28967], [-4.83813, 0.29758, -2.15354], [-6.78453, 0.99508, -4.02758], [3.36903, -2.37633, 2.33451], [1.09321, 2.99991, 2.68373], [-0.97780, -0.04483, -0.38181], [-2.65094, 0.25015, -1.44788], [1.86220, 4.29722, -0.43087], [-0.04922, 3.55532, -2.83749], [1.21340, -0.89597, 1.06116], [-6.18048, 0.06710, -1.93433], [-0.93215, 4.50261, -2.32212], [2.98001, 2.77977, 0.60493], [-0.97139, -2.31174, -3.80336], [3.86516, 5.44119, -1.31151], [1.95260, 0.47752, 1.83750], [-3.59983, -1.09566, 3.03802], [-0.47283, 3.58809, 4.43019], [-0.47082, -3.37701, -0.05024], [-3.88777, -0.06827, -1.18894], [-0.01847, 2.32049, -2.22422], [4.33415, -2.40413, -2.00074], [3.53517, -3.30997, -1.32097], [-0.59062, -2.95371, -1.18578], [0.04028, -2.65480, 2.89321], [1.43259, 1.99826, 1.18896], [-5.71076, -0.91570, 0.19392], [2.98249, 4.03464, 2.77025], [6.11983, 4.57922, -0.77094], [-7.14705, 0.38801, -2.79183]], "forces_ev_per_a": [[-0.01, 0.01, 0.00], [-0.01, -0.01, 0.00], [0.00, -0.02, 0.04], [0.01, -0.01, -0.02], [0.00, -0.01, 0.00], [-0.06, 0.07, 0.03], [0.05, 0.30, -0.15], [-0.01, 0.00, 0.01], [0.12, 0.11, -0.13], [0.01, -0.03, 0.04], [-0.01, -0.03, 0.05], [0.03, -0.09, 0.04], [0.01, -0.01, 0.00], [-0.03, -0.03, -0.09], [0.01, 0.01, -0.01], [0.07, 0.06, -0.09], [0.00, 0.01, -0.01], [-0.08, -0.11, 0.03], [-0.06, -0.01, 0.09], [0.00, -0.01, 0.00], [0.02, 0.01, -0.05], [-0.25, -0.30, 0.03], [0.00, 0.00, 0.00], [-0.06, 0.01, -0.01], [-0.01, -0.02, 0.03], [0.00, 0.00, 0.00], [0.10, -0.17, 0.02], [0.06, -0.06, 0.00], [0.00, -0.01, 0.01], [-0.01, 0.02, 0.00], [0.05, 0.01, -0.01], [-0.07, 0.04, 0.06], [0.00, 0.02, 0.05], [-0.03, 0.29, 0.08], [0.01, 0.04, -0.08], [-0.01, -0.08, -0.01], [-0.02, -0.02, 0.02], [-0.01, 0.02, 0.01], [0.01, 0.00, 0.00], [0.01, 0.03, -0.04], [0.03, 0.07, 0.00], [-0.12, 0.01, -0.10], [0.02, 0.00, 0.00], [0.02, 0.05, -0.02], [0.02, -0.03, 0.03], [0.04, -0.01, -0.04], [0.01, -0.01, -0.01], [-0.02, 0.00, 0.02], [0.03, 0.02, 0.00], [0.00, 0.01, -0.01], [-0.01, 0.01, 0.00], [-0.01, 0.04, 0.04], [-0.01, 0.02, 0.00], [-0.03, -0.08, 0.05], [0.03, -0.05, -0.04], [0.11, -0.50, 0.04], [-0.02, -0.06, -0.02], [-0.01, 0.05, 0.00], [0.02, 0.02, 0.03], [0.01, 0.00, 0.00], [0.25, -0.11, -0.19], [-0.03, 0.02, 0.14], [0.00, -0.01, -0.02], [-0.12, 0.00, -0.08], [-0.10, 0.01, 0.00], [-0.08, 0.03, -0.09], [-0.01, -0.02, 0.00], [-0.01, 0.02, 0.01], [0.00, -0.01, 0.01], [-0.02, 0.00, -0.01], [0.03, 0.00, 0.01], [0.02, 0.00, 0.00], [0.12, -0.13, 0.04], [0.01, -0.02, -0.02], [-0.04, 0.02, -0.01], [0.01, 0.01, -0.04], [0.00, -0.01, 0.02], [-0.07, 0.09, -0.02], [0.27, 0.17, 0.10], [-0.05, -0.01, -0.17], [0.03, -0.02, -0.01], [-0.02, -0.04, 0.07], [0.31, 0.57, 0.18], [0.07, -0.02, 0.06], [0.06, 0.04, -0.08], [-0.04, -0.06, 0.05], [0.00, 0.00, 0.00], [0.00, -0.02, 0.01], [-0.73, -0.09, -0.04], [-0.01, -0.01, 0.00], [0.01, -0.06, -0.04], [0.03, 0.10, -0.15], [0.01, 0.01, 0.01], [-0.02, 0.10, -0.03], [0.02, -0.04, -0.02], [0.00, -0.04, -0.01], [0.12, -0.08, 0.30], [-0.06, 0.11, 0.03], [0.23, -0.15, 0.17], [-0.08, 0.01, -0.01], [0.03, 0.00, -0.02], [-0.01, -0.01, 0.01], [-0.07, 0.03, -0.06]], "mulliken_spin": [0.000, 0.000, 0.003, 0.000, 0.000, -0.003, 0.001, 0.000, -0.020, 0.005, 0.002, -0.015, 0.000, -0.007, 0.000, 0.005, 0.000, 0.005, 0.016, 0.000, 0.000, -0.021, 0.000, 0.000, -0.001, 0.000, 0.002, 0.000, 0.000, 0.000, -0.001, -0.006, 0.000, 0.006, -0.001, 0.011, 0.000, 0.001, 0.000, 0.001, 0.010, 0.002, 0.000, 0.001, 0.000, 0.000, 0.000, 0.000, 0.000, 0.000, 0.000, 0.000, 0.000, 0.048, 0.001, -0.020, 0.003, 0.006, 0.002, 0.002, 0.000, -0.054, 0.000, 0.005, 0.006, 0.009, 0.000, 0.000, 0.000, 0.000, 0.001, 0.001, 0.020, 0.000, 0.011, 0.001, 0.000, 0.032, 1.847, 0.058, -0.002, -0.004, -0.027, 0.002, 0.007, 0.029, -0.002, 0.000, -0.009, 0.001, 0.000, 0.008, 0.004, 0.057, -0.001, 0.001, 0.015, -0.011, -0.040, 0.003, 0.000, 0.000, 0.001], "total_charge": 1, "s2": 2.013, "relative_energy_kcal_mol": 24.0, "homo_lumo_gap_ev": [6.963, 6.733], "e_tot_ev": -104788.081, "homo_energy_ev": [-10.48, -10.66], "spin_multiplicity": 3}

***

No. 2
{"formula": "C6H18BaN3O12", "method": "wB97M-V/def2-TZVPD", "elements": ["H", "O", "H", "O", "Ba", "C", "O", "O", "O", "O", "H", "C", "H", "H", "H", "C", "H", "O", "N", "H", "H", "C", "O", "C", "H", "H", "H", "H", "O", "C", "H", "H", "O", "N", "H", "H", "O", "H", "N", "O"], "xyz": [[1.34302, -3.34302, 0.27574], [0.57845, 0.67387, 1.78990], [1.66711, -4.90519, -1.86480], [-2.68204, -3.02398, -1.57520], [-0.65904, -0.00638, -0.46149], [-2.27841, 3.35869, 0.27141], [-2.04274, -2.43445, 0.36237], [-3.67918, -3.87073, 0.07587], [-1.34636, -1.00549, -4.46731], [0.51272, -0.15201, -5.10937], [1.38442, 1.17785, 1.65569], [-1.75309, 3.91950, 1.64640], [0.30880, -3.78555, -2.03483], [-1.58736, 3.14984, 2.40023], [1.84287, -3.44800, -2.76749], [0.40908, 0.10381, 3.08244], [-3.02127, 2.58045, 0.44635], [1.70604, 1.55811, -1.15594], [2.72955, 1.51109, -1.80971], [-0.29753, -0.72578, 3.05816], [-1.15124, 1.15399, 4.29022], [1.38350, -3.85273, -1.86567], [3.80455, 1.37837, -1.25880], [1.84714, -3.11548, -0.66351], [-2.32200, 4.72799, 2.10550], [1.92396, -1.36814, -1.62158], [2.85752, -3.44952, -0.42761], [0.20519, 0.81059, 5.21709], [2.76737, 1.46781, -3.05701], [-0.07040, 1.05384, 4.19095], [-0.44059, 3.39676, -0.40151], [1.40940, -0.26616, 3.30738], [0.22742, -0.74910, -3.07385], [-0.20141, -0.61243, -4.22052], [-2.77051, 4.05710, -0.40548], [-0.72096, 4.26983, 1.63781], [-1.12823, 2.73612, -0.29062], [0.41317, 1.99141, 3.91666], [-2.75415, -3.16278, -0.36396], [1.58524, -1.79999, -0.83394]], "forces_ev_per_a": [[-0.54, -0.54, -0.16], [-1.48, 0.22, -0.24], [-0.04, -0.15, 0.24], [1.09, 0.10, -1.23], [0.71, -1.28, -1.79], [1.08, 0.15, 1.90], [1.24, 0.78, 1.61], [1.02, -0.11, 1.24], [-0.77, 0.13, -0.03], [0.29, 0.16, 0.03], [0.37, -0.02, 0.23], [-0.29, 0.16, 0.08], [-0.06, 0.08, 0.18], [-0.78, -0.48, -0.12], [0.16, 0.26, 0.03], [0.81, -0.42, 1.17], [0.09, -0.14, 0.07], [-3.88, 0.44, 1.91], [3.27, -1.44, -3.85], [0.21, -0.16, -0.68], [-0.08, 0.20, -0.68], [-0.52, -1.16, -0.95], [1.69, 0.22, 2.36], [-0.09, -2.05, 0.59], [-0.32, -0.13, -0.15], [0.24, -0.33, -0.63], [0.77, 0.81, -0.24], [0.61, -0.42, -0.24], [-1.69, 0.72, 0.32], [0.27, 0.55, -0.50], [0.27, -0.05, -0.20], [-0.19, -0.39, 0.56], [0.99, 0.20, 3.15], [-0.75, -0.24, -2.42], [0.41, 0.38, 0.08], [0.06, 0.46, -0.97], [-0.57, -0.50, -0.73], [-0.35, 0.45, 0.47], [-2.95, 0.10, -1.38], [-0.29, 3.43, 0.97]], "mulliken_charge": [0.240, -0.165, 0.373, -0.598, 1.622, -0.275, -0.669, -0.637, -0.621, -0.602, 0.163, -0.818, 0.188, 0.089, 0.295, -0.268, 0.239, -0.504, 0.789, 0.257, 0.239, -0.952, -0.640, -0.313, 0.362, 0.190, 0.237, 0.380, -0.580, -1.050, 0.206, 0.322, -0.343, 0.649, 0.263, 0.314, -0.337, 0.271, 0.948, -0.261], "total_charge": -1, "relative_energy_kcal_mol": 6.4, "homo_lumo_gap_ev": 6.721, "e_tot_ev": -36240.708, "homo_energy_ev": -5.15, "spin_multiplicity": 1}